Formula: C21H41Li2O12P
Source: the Open Molecules 2025 dataset
Level of theory: ωB97M-V with the def2-TZVPD basis set

maximum force: 3.33 eV/A
E: -2084.2580 Eh
Kohn-Sham gap: 3.19 eV
total charge: -2
relative energy (zero: lowest compared OMol25 entry of this formula, charge and spin): 0.0 kJ/mol
E_HOMO: 0.721 eV
lowest unoccupied orbital energy: 0.144 Eh

Cartesian coordinates (Å):
Li: -2.34 -1.73 2.29
Li: -2.29 -2.28 -0.72
P: -4.22 -1.64 0.71
O: -5.68 -2.06 0.52
O: -3.93 -0.58 1.79
O: -3.79 -0.93 -0.63
O: -3.17 -2.83 0.90
O: 1.09 -0.29 0.41
C: -0.16 -0.85 0.25
O: -0.33 -1.47 -0.85
O: -1.06 -0.74 1.09
H: 1.45 -0.70 -0.41
C: 1.27 0.57 -3.44
C: 0.94 2.07 -3.43
C: 2.07 2.59 -2.53
O: 3.21 1.85 -2.93
C: 2.79 0.60 -3.48
H: 0.86 -0.02 -4.26
H: 0.95 0.11 -2.49
H: -0.08 2.28 -3.11
H: 1.04 2.45 -4.45
H: 1.80 2.47 -1.48
H: 2.26 3.64 -2.76
H: 3.30 -0.22 -2.96
H: 3.05 0.63 -4.55
C: -2.65 0.48 -4.32
C: -2.28 0.18 -5.77
C: -2.49 -1.35 -5.91
O: -2.42 -1.87 -4.60
C: -2.52 -0.88 -3.58
H: -3.67 0.86 -4.23
H: -2.09 1.27 -3.83
H: -1.22 0.39 -5.95
H: -2.77 0.80 -6.52
H: -1.63 -1.82 -6.39
H: -3.43 -1.46 -6.46
H: -1.69 -0.82 -2.87
H: -3.41 -1.03 -2.98
C: -1.27 4.38 0.76
C: -0.38 3.49 -0.12
C: -1.34 2.42 -0.66
O: -2.30 2.24 0.34
C: -2.34 3.34 1.23
H: -1.71 5.21 0.21
H: -0.69 4.69 1.62
H: 0.25 2.86 0.53
H: 0.24 3.96 -0.87
H: -0.87 1.45 -0.83
H: -1.80 2.74 -1.60
H: -2.02 2.96 2.20
H: -3.36 3.72 1.32
C: 5.03 -2.33 1.76
C: 3.92 -1.37 1.41
C: 3.44 -0.82 2.74
O: 4.66 -0.77 3.51
C: 5.64 -1.70 3.07
H: 5.76 -2.47 0.97
H: 4.59 -3.27 2.11
H: 3.20 -1.83 0.74
H: 4.35 -0.50 0.90
H: 2.74 -1.43 3.31
H: 3.03 0.18 2.64
H: 5.85 -2.47 3.81
H: 6.52 -1.12 2.80
C: 0.43 -1.49 4.91
C: -0.41 -2.28 5.91
C: -1.76 -2.37 5.19
O: -1.74 -1.33 4.22
C: -0.60 -0.50 4.38
H: 0.76 -2.15 4.11
H: 1.28 -0.94 5.34
H: -0.48 -1.71 6.84
H: 0.15 -3.20 6.11
H: -2.59 -2.23 5.88
H: -1.84 -3.33 4.68
H: -0.80 0.33 5.06
H: -0.33 0.00 3.45